No. 1
Below is 4 unconnected molecules or ions with the total composition C2H14N2O3 at a distorted geometry, with properties calculated with the ωB97M-V functional and the def2-TZVPD basis.

Properties
Total charge: +1
2S+1: 2
LUMO level (alpha / beta) in eV: -3.1 / -7.9

Geometry as XYZ:
```
21
Properties=species:S:1:pos:R:3:forces:R:3:mulliken_charge:R:1
C 0.862 0.301 1.844 0.963 0.928 -0.162 -0.742
N 0.338 1.404 1.066 0.334 0.860 -0.106 -0.178
C 1.005 1.775 -0.207 -1.407 -0.630 -1.193 -0.623
N 1.062 0.804 -1.233 0.253 1.925 1.664 -0.205
H 0.246 0.244 2.732 -0.109 -0.740 0.025 0.293
H 1.873 0.602 2.170 -0.111 -0.170 0.218 0.381
H 1.033 -0.575 1.221 -0.612 -0.277 0.319 0.319
H 0.157 2.248 1.644 0.234 -0.715 -0.515 0.278
H 0.449 2.595 -0.645 0.317 0.739 0.393 0.438
H 2.010 2.076 0.146 0.183 0.127 -0.178 0.374
H 0.578 1.001 -2.085 0.049 0.375 -0.478 0.303
H 1.090 -0.185 -1.012 0.737 -0.798 -0.337 0.304
H -1.150 0.759 -0.078 -0.005 0.297 0.162 0.416
H -2.358 1.136 -0.978 -0.047 -0.067 0.054 0.314
O -2.046 0.508 -0.318 -0.254 -0.099 -0.144 -0.699
H -0.027 -1.571 -0.556 -0.626 -0.836 0.180 0.376
H 0.779 -2.367 -1.576 0.140 -0.335 -0.274 0.312
O 0.839 -1.617 -0.988 0.061 -0.649 0.364 -0.645
H -2.170 -2.852 0.006 -0.113 -0.108 -0.017 0.299
H -2.051 -1.335 0.263 -0.633 0.468 -0.144 0.347
O -1.557 -2.151 0.237 0.648 -0.294 0.171 -0.662
```
Forces are in eV/Å.

---

No. 2
Below is a single C21H17FN4O3 molecule at a distorted geometry, with properties calculated with the ωB97M-V functional and the def2-TZVPD basis.

Properties
Total charge: 0
2S+1: 1
LUMO level in eV: -0.3

Geometry as XYZ:
```
46
Properties=species:S:1:pos:R:3:forces:R:3:mulliken_charge:R:1
C -0.391 2.449 6.727 0.274 -0.093 0.565 -1.388
C -0.131 2.216 5.277 -0.046 0.670 -0.852 1.030
C 1.095 1.748 4.822 1.144 -0.735 -0.081 -0.740
C 1.365 1.618 3.451 -1.163 0.799 -0.170 -0.388
C 0.434 2.093 2.505 -0.098 -0.279 0.348 -0.567
N 0.658 1.956 1.085 -0.291 1.933 -0.721 0.299
C 0.771 3.123 0.247 -0.734 -1.725 -2.624 0.876
C 1.021 4.500 0.763 1.785 -0.214 -0.259 -1.291
N 0.660 3.005 -1.061 0.098 0.988 1.758 -0.618
C 0.390 1.807 -1.688 0.192 -0.337 0.092 0.070
C 0.239 1.772 -3.077 -0.239 -0.684 -0.436 -0.508
C 0.080 0.564 -3.750 0.054 1.077 -0.353 -0.566
C -0.010 -0.658 -3.075 0.616 0.702 2.206 0.277
C -0.035 -1.907 -3.845 -1.258 -0.976 -1.071 0.863
O 0.213 -1.897 -5.061 0.728 0.287 0.387 -0.822
C -0.501 -3.173 -3.295 -1.004 1.121 2.535 0.303
C -1.285 -3.506 -2.104 1.217 0.822 -0.864 -0.562
N -1.446 -4.785 -1.996 -0.548 -0.491 0.465 -1.019
N -0.829 -5.347 -3.053 0.680 -0.389 -1.793 0.697
C -0.852 -6.796 -3.307 0.914 0.301 0.771 -0.772
C -0.270 -4.387 -3.857 0.483 -0.361 -0.741 0.074
O 0.432 -4.558 -4.992 -0.252 -0.667 0.246 -0.628
C 0.078 -0.612 -1.651 0.346 0.019 -0.102 -0.685
C 0.308 0.615 -0.970 -0.450 0.397 -1.162 -0.020
C 0.392 0.732 0.482 0.341 -3.567 0.828 0.593
O 0.307 -0.325 1.126 -0.069 1.827 0.159 -0.695
C -0.789 2.604 2.966 -0.331 -0.608 0.596 0.592
F -1.785 2.971 2.103 1.050 -0.135 0.319 -0.333
C -1.083 2.631 4.330 0.346 0.191 -0.260 -0.783
H 0.277 1.830 7.353 -0.365 0.325 -0.245 0.358
H -0.206 3.510 6.966 -0.083 -0.398 0.004 0.276
H -1.428 2.219 6.979 0.069 0.027 0.069 0.375
H 1.893 1.445 5.553 -0.985 0.254 -0.765 0.266
H 2.256 1.155 3.062 0.250 0.009 0.132 0.468
H 1.035 5.244 -0.048 -0.169 -0.727 0.096 0.349
H 0.291 4.799 1.467 -0.615 0.261 1.038 0.340
H 2.050 4.515 1.198 -0.818 0.088 0.127 0.258
H 0.219 2.688 -3.642 0.227 0.222 0.027 0.458
H 0.049 0.619 -4.846 -0.107 -0.374 0.550 0.398
H -1.643 -2.843 -1.339 -0.241 0.049 0.038 0.716
H -1.314 -7.341 -2.473 0.097 0.582 -0.165 0.294
H -1.363 -7.045 -4.216 -0.364 0.088 -0.510 0.294
H 0.192 -7.125 -3.393 -0.276 -0.061 -0.024 0.298
H 0.626 -3.649 -5.365 -0.550 -0.566 0.574 0.421
H 0.066 -1.516 -1.019 -0.030 0.520 -0.546 0.748
H -2.038 3.039 4.663 0.178 -0.173 -0.186 0.393
```
Forces are in eV/Å.

---

No. 3
Below is a single C5H11NO molecule at a distorted geometry, with properties calculated with the ωB97M-V functional and the def2-TZVPD basis.

Properties
Total charge: 0
2S+1: 1
LUMO level in eV: 0.9

Geometry as XYZ:
```
18
Properties=species:S:1:pos:R:3:forces:R:3:mulliken_charge:R:1
C 2.159 -1.645 0.368 0.154 3.540 1.443 -0.801
N 1.603 -0.199 0.284 0.304 -2.531 2.677 -0.466
C 0.215 -0.230 0.820 0.147 1.076 0.188 -0.359
C -0.715 -0.308 -0.365 -2.091 0.323 -0.925 -0.778
C -1.170 1.059 -1.003 -1.573 0.602 0.810 -0.475
C -1.964 2.144 -0.059 -0.661 -5.014 -1.926 -0.008
O -1.437 2.801 0.744 1.327 2.242 1.719 -0.392
H 1.366 -2.216 0.771 -0.410 -1.097 0.356 0.288
H 3.035 -1.614 1.037 -0.377 -0.339 -0.276 0.253
H 2.426 -1.949 -0.582 0.674 -0.941 -1.878 0.346
H 1.610 0.084 -0.663 -0.277 0.283 -0.891 0.288
H -0.126 -1.068 1.433 1.252 -0.746 -0.111 0.254
H 0.081 0.550 1.622 -0.200 0.149 -1.481 0.262
H -1.607 -0.899 -0.131 -0.155 0.201 0.241 0.428
H -0.244 -0.956 -1.168 -0.264 0.961 0.762 0.321
H -0.227 1.559 -1.162 0.105 0.473 -1.151 0.234
H -1.924 0.892 -1.853 1.749 0.254 0.680 0.306
H -3.080 1.996 -0.093 0.295 0.562 -0.235 0.300
```
Forces are in eV/Å.

---

No. 4
Below is 13 unconnected molecules or ions with the total composition C16H58N16O13 at a distorted geometry, with properties calculated with the ωB97M-V functional and the def2-TZVPD basis.

Properties
Total charge: 0
2S+1: 1
LUMO level in eV: 0.2

Geometry as XYZ:
```
103
Properties=species:S:1:pos:R:3:forces:R:3:mulliken_charge:R:1
C 1.596 1.127 0.466 -0.428 -0.137 -1.342 -1.550
C 0.219 0.936 -0.191 1.296 1.199 -0.021 1.774
O -0.170 -0.396 -0.040 0.380 -0.629 -0.313 1.572
H 1.596 1.049 1.534 -0.413 0.197 0.684 -0.236
H 2.118 2.033 0.164 -0.069 0.027 0.001 0.535
H 2.178 0.304 0.140 0.975 -0.650 -0.493 -0.082
H 0.116 1.224 -1.233 0.817 -0.032 -0.366 0.098
H -0.402 1.613 0.316 -1.486 0.499 0.997 -0.408
H -1.113 -0.374 0.044 -1.220 -0.090 0.519 -0.441
C 0.324 4.249 -0.405 0.538 0.568 -1.116 -0.310
C 1.366 4.030 -1.524 -0.980 0.137 1.597 -0.042
O 0.895 4.546 -2.757 0.687 0.652 -0.105 -0.615
H 0.714 3.867 0.493 0.604 -0.518 1.312 -0.037
H -0.602 3.727 -0.556 -0.461 -0.052 -0.337 -0.087
H 0.152 5.320 -0.242 -0.130 -0.120 -0.177 0.585
H 1.584 2.997 -1.651 -0.219 -0.962 -0.361 -0.521
H 2.302 4.429 -1.135 0.265 0.624 -0.605 0.568
H 1.118 5.486 -2.749 -0.315 -0.158 -0.294 0.336
C -4.483 2.878 -1.529 1.979 0.140 -0.205 -1.636
C -3.064 2.361 -1.104 -1.333 3.219 1.353 0.834
O -3.099 2.601 0.305 -0.542 1.371 -0.718 -0.641
H -4.531 3.974 -1.306 -0.069 -0.988 -0.224 0.313
H -5.211 2.337 -0.933 -0.255 -0.021 -0.183 0.356
H -4.551 2.696 -2.595 -0.663 0.128 -0.278 0.403
H -2.268 3.039 -1.495 -0.514 -0.904 -0.361 0.163
H -2.890 1.338 -1.294 0.266 -1.208 -0.544 -0.114
H -2.686 1.905 0.768 1.111 -1.654 1.402 0.227
C 2.355 -3.078 -0.648 -4.077 -1.187 5.737 0.160
O 1.420 -3.375 0.379 4.575 0.805 -5.638 -0.759
N 3.263 -2.165 -0.567 1.961 1.673 1.208 -0.018
N 2.332 -3.695 -1.808 -1.144 -4.204 -1.561 -0.568
H 3.325 -1.646 0.318 0.484 0.050 -0.323 -0.135
H 4.084 -2.172 -1.203 -0.996 0.064 0.914 0.338
H 1.847 -4.610 -1.784 0.336 0.963 -0.162 0.335
H 2.940 -3.565 -2.608 0.131 0.364 0.605 0.224
C 5.099 -0.112 2.478 -4.943 -2.355 -5.277 0.281
O 4.197 -0.465 1.529 3.889 1.775 4.157 -0.602
N 5.270 -0.820 3.557 -1.487 -3.700 1.906 -0.478
N 5.872 0.922 2.414 2.988 4.616 -3.596 -0.442
H 4.667 -1.680 3.506 1.183 1.171 0.554 0.282
H 6.202 -0.889 3.928 -0.167 -0.216 0.250 0.215
H 5.984 1.363 1.414 -0.424 -1.136 2.869 0.304
H 6.644 1.112 3.084 -1.236 -0.367 -0.861 0.202
C -3.997 -0.682 0.674 6.017 -0.382 0.743 0.368
O -2.804 -0.166 1.050 -5.213 -1.952 -1.659 -0.949
N -4.073 -1.790 -0.028 1.913 -2.509 -1.950 -0.231
N -5.175 -0.373 1.060 -4.396 3.638 2.949 -0.369
H -3.189 -2.276 -0.258 -0.630 0.674 -0.338 0.060
H -4.930 -2.252 -0.275 -0.035 0.225 0.101 0.224
H -5.282 0.353 1.738 0.253 0.640 0.142 0.318
H -6.072 -0.829 0.902 1.064 -0.234 -0.455 0.167
C -1.702 -3.694 2.640 4.900 -4.224 3.891 0.929
O -0.736 -4.539 3.195 -4.234 4.290 -2.931 -0.818
N -1.600 -2.475 2.288 4.106 3.831 -0.346 -0.191
N -2.939 -4.088 2.474 -4.091 -4.493 1.177 -0.509
H -0.591 -2.049 2.301 -1.788 -0.171 -0.176 -0.329
H -2.284 -1.812 1.927 -0.316 -0.069 0.276 0.136
H -3.130 -5.041 2.903 0.048 1.885 -0.661 0.270
H -3.656 -3.370 2.555 0.160 -0.538 0.121 0.248
C -2.024 -3.985 -1.092 1.158 -1.360 -6.302 0.495
O -1.800 -4.323 -2.398 -1.044 1.295 5.437 -0.855
N -2.802 -4.621 -0.267 -3.050 -4.507 -0.116 -0.134
N -1.585 -2.883 -0.551 2.056 2.876 1.082 1.180
H -3.260 -5.485 -0.640 0.825 1.221 0.535 0.274
H -2.985 -4.412 0.721 0.483 0.091 -0.602 0.287
H -0.955 -2.299 -1.109 0.098 -0.351 0.600 -0.858
H -1.509 -2.809 0.496 0.332 -0.139 -1.718 -0.178
C 0.994 -1.240 3.430 1.506 9.511 0.882 0.050
O 1.121 0.137 3.833 -0.300 -6.989 -1.377 -0.842
N 0.874 -1.587 2.204 0.291 0.971 -5.444 0.728
N 0.996 -2.257 4.161 0.191 -3.554 6.404 -0.118
H 0.952 -0.814 1.524 -0.406 -0.957 0.438 -1.356
H 1.029 -2.544 1.760 0.549 1.259 0.555 0.730
H 1.081 -2.092 5.160 -0.172 -0.196 -0.302 0.334
H 0.634 -3.167 3.873 0.016 0.070 -0.169 0.094
C -0.755 2.760 2.787 -3.380 -5.898 -1.364 0.162
O -1.442 1.560 2.530 3.112 6.389 1.162 -0.444
N -1.235 3.965 2.545 -0.739 2.756 0.078 -0.238
N 0.446 2.788 3.292 3.647 -0.295 0.831 -0.329
H -2.052 3.988 1.961 -0.295 0.393 -0.019 0.243
H -0.785 4.841 2.959 -1.145 -2.090 -1.114 0.228
H 1.145 3.523 3.069 -1.333 -0.574 0.207 0.282
H 0.889 1.884 3.413 -0.164 -0.608 0.286 0.261
C 0.278 -0.992 -2.946 6.615 3.900 0.100 0.117
O 1.471 -0.261 -2.862 -5.288 -3.229 -0.360 -0.600
N -0.840 -0.494 -3.408 -3.235 2.038 -0.776 -0.160
N 0.233 -2.243 -2.680 1.015 -4.772 1.217 -0.199
H -0.767 0.488 -3.616 -0.017 0.000 0.384 0.358
H -1.806 -0.780 -3.119 1.810 -0.084 -0.330 0.236
H 1.095 -2.757 -2.282 -2.341 1.430 -1.273 0.310
H -0.572 -2.849 -2.964 0.798 0.530 0.361 0.345
C 4.250 1.060 -2.538 -1.154 1.781 0.295 -0.034
O 4.485 0.229 -1.466 0.220 -1.713 0.680 -0.448
H 3.410 1.745 -2.229 0.498 -0.523 -1.014 -0.231
H 4.069 0.528 -3.450 -0.605 -0.237 -0.566 0.214
H 5.113 1.665 -2.708 0.806 0.521 0.015 0.363
H 3.742 -0.401 -1.474 0.108 0.694 0.234 0.338
C -1.095 2.352 -4.743 -0.895 -0.983 0.163 -0.972
O -0.529 2.224 -3.457 0.659 1.440 0.091 -0.381
H -2.177 2.364 -4.530 -0.003 0.000 -0.984 0.186
H -0.798 1.448 -5.314 -0.366 0.700 -0.085 0.316
H -0.799 3.264 -5.249 0.130 0.050 -0.176 0.351
H -0.288 3.143 -3.252 0.362 -0.420 0.561 0.185
```
Forces are in eV/Å.

---

No. 5
Below is a single C6H10O molecule at a distorted geometry, with properties calculated with the ωB97M-V functional and the def2-TZVPD basis.

Properties
Total charge: 0
2S+1: 1
LUMO level in eV: -2.0

Geometry as XYZ:
```
17
Properties=species:S:1:pos:R:3:forces:R:3:mulliken_charge:R:1
C 0.698 2.717 0.900 -0.557 0.069 0.180 -0.923
C -0.597 1.946 0.905 1.542 -0.760 -0.258 0.061
C -0.773 0.842 0.111 -2.710 -0.078 1.756 -0.350
C 0.098 0.086 -0.623 2.190 -0.527 -2.250 -0.480
C -0.040 -1.414 -0.810 -1.845 0.866 0.968 0.526
O -1.137 -1.936 -0.306 0.359 -0.175 -0.100 -0.785
C 1.271 -2.056 -0.282 0.647 -0.525 -0.258 -1.173
H 0.615 3.718 0.478 -0.329 -0.047 -0.554 0.276
H 1.108 2.981 1.879 -0.124 -0.692 0.170 0.302
H 1.371 2.102 0.324 0.679 0.393 -0.038 0.262
H -1.290 2.044 1.730 -0.389 0.584 -0.303 0.366
H -1.707 0.282 0.271 0.265 0.129 0.174 0.342
H 0.912 0.604 -1.156 0.022 -0.455 0.330 0.434
H -0.031 -1.627 -1.921 0.345 0.798 0.027 0.195
H 2.169 -1.479 -0.536 -0.082 -0.125 0.236 0.335
H 1.356 -3.029 -0.769 -0.039 0.091 0.032 0.305
H 1.177 -2.271 0.786 0.025 0.455 -0.113 0.308
```
Forces are in eV/Å.